Record 1
The following is a DFT calculation (wB97M-V/def2-TZVPD) of a 2-piece molecular cluster, C4H12NO overall.

Computed properties:
Total charge: +1
Gap between HOMO and LUMO (eV): 5.82
Relative energy (zero: lowest compared OMol25 entry of this formula, charge and spin) (kcal per mole): 133.90
HOMO energy (eV): -14.39
LUMO (eV): -8.57

Last column: Mulliken charge in e.
Element x y z (Å)
C -1.141 -1.005 0.908  -1.08
C -0.457 -0.959 -0.466  -0.47
C -0.528 0.495 -1.028  0.37
C -1.670 1.290 -0.677  -0.57
N 0.615 1.184 -0.364  -0.58
H -1.308 -2.028 1.329  0.33
H -1.953 -0.358 0.786  0.40
H -0.290 -0.561 1.515  0.32
H -0.996 -1.514 -1.247  0.40
H 0.632 -1.194 -0.464  0.29
H -1.462 2.361 -0.525  0.38
H -2.613 1.090 -1.196  0.30
H -0.328 0.454 -2.166  0.45
H 0.045 1.697 0.344  0.20
H 0.877 1.975 -0.909  0.28
H 2.526 -0.368 0.540  0.30
H 3.364 -0.886 1.699  0.31
O 2.497 -0.985 1.303  -0.62

=====

Record 2
The following is a DFT calculation (wB97M-V/def2-TZVPD) of C7H12O as an isolated structure.

Computed properties:
Gap between HOMO and LUMO (eV): 10.25
Relative energy (zero: lowest compared OMol25 entry of this formula, charge and spin) (kcal per mole): 161.61
HOMO energy (eV): -9.51
LUMO (eV): 0.75

Last column: Mulliken charge in e.
Element x y z (Å)
C -1.937 -1.236 0.043  -1.26
C -0.440 -0.600 0.216  0.26
C 0.794 -1.293 -0.242  -0.84
C 1.901 -0.456 0.328  -0.44
C 1.322 0.873 -0.056  -1.02
C -0.019 0.729 0.546  1.40
C -0.947 1.870 -0.112  -0.87
H -1.979 -2.380 0.470  0.29
H -2.605 -0.499 0.390  0.42
H -2.109 -1.031 -1.182  0.29
H 0.985 -1.526 -1.482  0.20
H 0.870 -2.508 -0.179  0.30
H 3.062 -0.790 0.080  0.29
H 1.918 -0.400 1.526  0.21
H 1.770 1.920 0.228  0.28
H 1.292 0.904 -1.264  0.34
H -0.218 2.529 -1.103  0.26
H -1.309 2.661 0.764  0.28
H -2.151 1.280 -0.633  0.20
O -0.199 -0.047 1.662  -0.60

=====

Record 3
The following is a DFT calculation (wB97M-V/def2-TZVPD) of an isolated molecule of C3H9NO.

Computed properties:
SMILES: C[C@H](N)CO
Gap between HOMO and LUMO (eV): 10.10
Relative energy (zero: lowest compared OMol25 entry of this formula, charge and spin) (kcal per mole): 21.43
HOMO energy (eV): -9.18
LUMO (eV): 0.92

Last column: Mulliken charge in e.
Element x y z (Å)
C -0.675 1.432 0.094  -1.26
C -0.473 -0.022 -0.315  0.60
C 0.794 -0.606 0.333  -0.74
H -1.058 1.534 1.123  0.33
H -1.417 1.896 -0.575  0.31
H 0.337 1.932 0.041  0.32
H -0.312 -0.106 -1.424  0.23
H -1.887 -0.924 0.945  0.24
H -1.623 -1.737 -0.469  0.25
H 0.913 -1.684 0.142  0.33
H 0.811 -0.514 1.427  0.28
H 2.195 -0.237 -1.003  0.32
N -1.671 -0.784 -0.059  -0.68
O 1.982 0.063 -0.059  -0.53

=====

Record 4
The following is a DFT calculation (wB97M-V/def2-TZVPD) of a 5-piece molecular cluster, H8IO4 overall.

Computed properties:
Total charge: -1
Gap between HOMO and LUMO (eV): 8.08
Relative energy (zero: lowest compared OMol25 entry of this formula, charge and spin) (kcal per mole): 7.09
HOMO energy (eV): -4.62
LUMO (eV): 3.46

Last column: Mulliken charge in e.
Element x y z (Å)
I -0.936 0.521 0.180  -0.72
O 1.144 -2.454 -0.915  -0.62
H 0.659 -1.639 -1.045  0.28
H 2.063 -2.187 -0.898  0.29
O 0.468 1.235 3.256  -0.62
H -0.155 0.709 2.755  0.26
H 0.345 2.127 2.931  0.32
O 1.626 3.048 -0.811  -0.64
H 1.836 2.730 -1.689  0.30
H 1.102 2.349 -0.421  0.24
O -3.086 -2.185 -1.239  -0.65
H -2.345 -2.765 -1.413  0.32
H -2.723 -1.489 -0.691  0.24

=====

Record 5
The following is a DFT calculation (wB97M-V/def2-TZVPD) of an isolated ion of composition C5H9N and charge +1.

Computed properties:
2S+1: 2
Total charge: +1
Gap between HOMO and LUMO (spin up / spin down) (eV): 7.57 / 8.14
Relative energy (zero: lowest compared OMol25 entry of this formula, charge and spin) (kcal per mole): 72.19
HOMO energy (spin up / spin down) (eV): -14.34 / -15.16
LUMO (spin up / spin down) (eV): -6.77 / -7.01

Last column: Mulliken charge in e.
Element x y z (Å)
C -2.230 0.073 0.585  -0.84
N -0.837 0.297 0.765  -0.34
C -0.070 0.072 -0.296  0.93
C -0.387 -0.372 -1.613  -0.73
C 2.124 0.098 0.894  -1.12
C 1.327 0.189 -0.340  0.01
H -2.621 0.185 -0.431  0.35
H -2.813 0.743 1.218  0.31
H -2.523 -0.900 1.003  0.33
H 3.098 -0.367 0.760  0.39
H -0.961 -1.282 -1.783  0.34
H 0.207 -0.106 -2.482  0.31
H 2.337 1.114 1.250  0.33
H 1.579 -0.448 1.655  0.36
H 1.772 0.702 -1.185  0.37

=====

Record 6
The following is a DFT calculation (wB97M-V/def2-TZVPD) of C32H40CdClN2O2SeSi as an isolated structure.

Computed properties:
Total charge: -1
Gap between HOMO and LUMO (eV): 6.63
Relative energy (zero: lowest compared OMol25 entry of this formula, charge and spin) (kcal per mole): 0.00
HOMO energy (eV): -4.01
LUMO (eV): 2.62

Last column: Mulliken charge in e.
Element x y z (Å)
Cd 0.354 0.173 -0.447  3.10
C -1.343 0.466 -2.709  0.82
C -2.435 -0.338 -2.463  0.96
C -1.974 -1.682 -2.256  1.08
C -0.598 -1.704 -2.369  0.70
C -0.143 -0.345 -2.620  -0.21
C 1.069 -0.070 -3.481  -1.81
C 0.318 -2.891 -2.358  -1.56
C -2.891 -2.820 -1.916  -2.19
C -3.874 0.075 -2.390  -2.01
C -1.340 1.922 -3.062  -1.53
H 1.927 -0.670 -3.170  0.30
H 1.376 0.977 -3.437  0.37
H 0.865 -0.309 -4.534  0.32
H 1.157 -2.754 -1.669  0.19
H 0.745 -3.073 -3.352  0.32
H -0.202 -3.804 -2.062  0.38
H -2.381 -3.784 -1.965  0.41
H -3.739 -2.866 -2.605  0.47
H -3.317 -2.724 -0.908  0.26
H -4.393 -0.409 -1.558  0.37
H -4.425 -0.187 -3.301  0.41
H -3.979 1.152 -2.243  0.38
H -0.506 2.443 -2.585  -0.05
H -2.260 2.414 -2.742  0.37
H -1.245 2.076 -4.144  0.37
Cl -6.828 2.010 0.980  -0.29
C -5.095 1.941 0.745  0.18
C -4.426 3.038 0.199  -0.89
C -3.068 2.991 0.015  -0.65
C -2.284 1.847 0.354  -0.43
O -1.017 1.876 0.187  -0.41
C -3.004 0.739 0.902  1.01
C -2.373 -0.490 1.329  -0.80
N -1.156 -0.823 1.148  0.71
C -0.684 -2.031 1.700  -1.50
C -0.717 -3.194 0.983  0.37
C -0.109 -4.367 1.480  -1.09
C 0.538 -4.359 2.679  -1.09
C 0.587 -3.171 3.447  1.52
C 1.258 -3.091 4.687  -0.78
C 1.273 -1.911 5.367  -0.51
C 0.594 -0.803 4.811  -0.42
N -0.040 -0.832 3.671  -0.35
C -0.037 -1.996 2.972  0.58
C -4.391 0.818 1.093  -0.94
H -4.988 3.921 -0.080  0.41
H -2.545 3.835 -0.419  0.29
H -3.029 -1.176 1.880  0.22
H -1.175 -3.184 0.003  0.45
H -0.142 -5.269 0.882  0.40
H 1.030 -5.248 3.056  0.36
H 1.760 -3.971 5.075  0.39
H 1.786 -1.807 6.314  0.38
H 0.585 0.142 5.345  0.42
H -4.912 -0.032 1.520  0.40
C 5.734 -0.900 0.365  -1.16
Si 4.269 0.233 0.011  0.61
C 4.256 0.609 -1.826  -0.90
C 4.622 1.856 0.902  -0.93
Se 2.443 -0.831 0.767  -0.91
H 6.674 -0.440 0.045  0.32
H 5.617 -1.850 -0.159  0.25
H 5.803 -1.116 1.433  0.27
H 5.189 1.104 -2.116  0.45
H 3.424 1.271 -2.069  0.07
H 4.154 -0.303 -2.416  0.24
H 5.626 2.214 0.655  0.43
H 4.554 1.734 1.985  0.25
H 3.904 2.617 0.595  0.10
C 0.497 4.631 -0.195  -1.61
C 1.154 3.315 0.132  1.15
C 1.296 2.979 1.592  -0.99
O 1.599 2.604 -0.747  -0.63
H 1.167 5.445 0.095  0.46
H -0.425 4.736 0.376  0.28
H 0.290 4.688 -1.261  0.32
H 1.984 3.696 2.052  0.50
H 1.680 1.968 1.721  0.00
H 0.326 3.070 2.079  0.29

=====

no.,E_tot (eV)
1,-7868.4845
2,-9493.8104
3,-6794.1263
4,-16423.9545
5,-6809.7457
6,-131224.7055